# 1
{
  "formula": "C11H24NOS",
  "method": "ωB97M-V/def2-TZVPD",
  "symbols": ["C", "C", "C", "C", "C", "C", "N", "C", "C", "C", "C", "C", "S", "O", "H", "H", "H", "H", "H", "H", "H", "H", "H", "H", "H", "H", "H", "H", "H", "H", "H", "H", "H", "H", "H", "H", "H", "H"],
  "positions_angstrom": [[1.790, 2.154, 0.766], [1.640, 1.626, -0.658], [2.281, 0.252, -0.994], [2.999, -0.522, 0.116], [2.293, -1.807, 0.617], [0.790, -1.773, 0.788], [-0.070, -2.318, -0.361], [-1.125, -1.266, -0.556], [-1.236, -0.701, 0.859], [-1.787, 0.697, 1.019], [-3.217, 0.952, 0.555], [-3.526, 0.906, -0.943], [-2.498, 1.990, -1.980], [0.178, -0.602, 1.184], [1.057, 2.926, 0.972], [2.763, 2.631, 0.870], [1.749, 1.389, 1.529], [2.074, 2.366, -1.321], [0.587, 1.605, -0.925], [1.521, -0.389, -1.445], [2.996, 0.413, -1.792], [3.275, 0.073, 0.977], [3.935, -0.883, -0.299], [2.717, -2.077, 1.576], [2.541, -2.607, -0.078], [0.594, -2.504, 1.585], [0.422, -2.637, -1.197], [-0.537, -3.154, -0.005], [-2.011, -1.673, -1.015], [-0.651, -0.476, -1.125], [-1.686, -1.449, 1.517], [-1.085, 1.405, 0.596], [-1.782, 0.873, 2.092], [-3.919, 0.305, 1.079], [-3.459, 1.963, 0.873], [-4.537, 1.269, -1.086], [-3.506, -0.100, -1.343], [-1.572, 1.142, -2.447]],
  "nbo_charge": [-0.619, -0.401, -0.396, -0.406, -0.434, 0.269, -0.532, -0.257, 0.092, -0.433, -0.418, -0.525, -0.011, -0.493, 0.222, 0.214, 0.205, 0.219, 0.187, 0.155, 0.228, 0.227, 0.226, 0.248, 0.217, 0.178, 0.447, 0.433, 0.245, 0.240, 0.187, 0.244, 0.243, 0.217, 0.233, 0.246, 0.200, 0.102],
  "homo_lumo_gap_ev": 8.8,
  "energy_ha": -961.4385,
  "smiles": "CCCCC[C@@H]1[NH2+]C[C@H](CCCS)O1",
  "total_charge": 1,
  "e_above_lowest_kj_mol": 45.0
}

***

# 2
{
  "formula": "C30H31Cl5IrO2P2Si",
  "method": "ωB97M-V/def2-TZVPD",
  "symbols": ["Ir", "C", "P", "C", "C", "C", "P", "C", "C", "H", "H", "H", "H", "H", "H", "H", "H", "H", "H", "H", "H", "H", "H", "H", "H", "Cl", "C", "C", "Cl", "C", "Cl", "C", "O", "C", "Cl", "C", "Cl", "O", "Si", "C", "C", "C", "C", "C", "C", "C", "C", "C", "C", "C", "C", "C", "C", "C", "C", "C", "C", "H", "H", "H", "H", "H", "H", "H", "H", "H", "H", "H", "H", "H", "H", "H"],
  "positions_angstrom": [[0.101, 0.053, 0.056], [3.467, 0.159, -0.620], [2.422, 0.034, 0.867], [3.190, 1.237, 1.996], [2.899, -1.596, 1.572], [2.393, -2.736, 0.690], [0.619, -2.484, 0.252], [0.289, -3.885, -0.864], [-0.217, -2.998, 1.796], [4.514, -0.016, -0.374], [3.339, 1.158, -1.036], [3.134, -0.564, -1.366], [4.251, 1.017, 2.108], [2.703, 1.211, 2.970], [3.058, 2.227, 1.562], [2.468, -1.664, 2.574], [3.984, -1.639, 1.681], [2.511, -3.699, 1.190], [2.962, -2.777, -0.242], [0.546, -4.826, -0.374], [0.871, -3.778, -1.778], [-0.766, -3.880, -1.118], [0.208, -3.936, 2.152], [-1.278, -3.139, 1.590], [-0.112, -2.231, 2.564], [-7.246, 0.485, -0.421], [-5.636, -0.042, -0.358], [-4.604, 0.887, -0.112], [-4.964, 2.534, 0.163], [-3.303, 0.456, -0.091], [-2.029, 1.536, 0.265], [-2.941, -0.906, -0.341], [-1.733, -1.274, -0.377], [-4.023, -1.831, -0.543], [-3.644, -3.475, -0.788], [-5.334, -1.408, -0.545], [-6.600, -2.534, -0.772], [0.982, 1.944, -0.504], [0.565, 3.408, -0.972], [1.978, 4.280, -1.887], [3.229, 4.329, -1.270], [4.296, 4.980, -1.874], [4.121, 5.583, -3.111], [2.887, 5.531, -3.742], [1.817, 4.888, -3.129], [-0.915, 3.266, -2.169], [-2.152, 3.849, -1.900], [-3.229, 3.638, -2.756], [-3.076, 2.846, -3.885], [-1.848, 2.260, -4.160], [-0.773, 2.469, -3.304], [0.033, 4.542, 0.442], [-0.243, 5.887, 0.193], [-0.698, 6.714, 1.210], [-0.874, 6.210, 2.492], [-0.587, 4.880, 2.758], [-0.135, 4.053, 1.737], [3.368, 3.850, -0.305], [5.259, 5.022, -1.380], [4.951, 6.095, -3.582], [2.754, 5.994, -4.711], [0.854, 4.864, -3.625], [-2.281, 4.472, -1.023], [-4.184, 4.102, -2.538], [-3.913, 2.690, -4.554], [-1.723, 1.645, -5.043], [0.185, 2.009, -3.524], [-0.102, 6.293, -0.803], [-0.910, 7.755, 1.001], [-1.230, 6.857, 3.284], [-0.710, 4.489, 3.761], [0.100, 3.013, 1.950]],
  "mulliken_spin": [2.248, 0.015, 0.189, 0.033, -0.003, 0.009, 0.212, 0.045, 0.002, -0.001, -0.001, -0.008, 0.007, 0.002, -0.002, 0.003, 0.005, 0.002, 0.000, 0.008, -0.002, -0.002, 0.003, 0.001, -0.005, 0.077, 0.255, -0.048, -0.005, 0.112, 0.079, 0.141, 0.396, 0.159, 0.035, -0.056, -0.007, 0.067, 0.022, 0.004, 0.002, 0.000, 0.001, 0.000, -0.001, 0.016, 0.003, -0.001, 0.001, -0.005, -0.007, 0.012, 0.000, 0.000, 0.000, -0.001, -0.024, -0.001, 0.000, 0.000, 0.000, 0.000, 0.000, 0.000, 0.000, 0.000, 0.000, 0.000, 0.000, 0.000, 0.000, 0.014],
  "homo_lumo_gap_ev": [6.8, 4.5],
  "energy_ha": -4689.5244,
  "s_squared": 6.047,
  "total_charge": 1,
  "e_above_lowest_kj_mol": 167.4,
  "multiplicity": 5
}

***

# 3
{
  "formula": "C17H28NO2OsP2Te",
  "method": "ωB97M-V/def2-TZVPD",
  "symbols": ["Os", "P", "C", "C", "N", "C", "C", "C", "C", "C", "P", "H", "H", "H", "H", "H", "H", "H", "H", "O", "H", "H", "O", "H", "C", "H", "H", "H", "C", "H", "H", "H", "C", "H", "H", "H", "C", "H", "H", "H", "Te", "C", "C", "C", "C", "C", "C", "H", "H", "H", "H", "H"],
  "positions_angstrom": [[0.284, 0.813, -0.149], [-1.847, 0.551, -0.474], [-2.084, 1.229, -2.193], [-0.771, 1.554, -2.860], [0.367, 1.245, -2.211], [1.596, 1.507, -2.698], [1.705, 2.171, -3.918], [0.554, 2.514, -4.612], [-0.691, 2.167, -4.107], [2.772, 1.082, -1.856], [2.216, -0.129, -0.547], [-1.631, 2.360, -4.623], [2.708, 2.377, -4.282], [0.622, 3.035, -5.567], [3.537, 0.595, -2.469], [3.264, 1.929, -1.352], [-2.632, 0.513, -2.744], [-2.726, 2.120, -2.111], [-0.961, -3.406, -5.426], [-1.878, -3.634, -5.434], [-2.052, -3.955, -4.533], [-0.904, -4.020, 0.499], [-0.770, -3.092, 0.561], [0.078, -2.918, 0.119], [2.439, -1.741, -1.348], [3.178, -1.655, -2.155], [2.794, -2.448, -0.588], [1.471, -2.072, -1.746], [3.483, -0.102, 0.760], [3.384, -1.052, 1.308], [4.491, -0.022, 0.327], [3.287, 0.740, 1.441], [-2.854, 1.650, 0.575], [-3.627, 2.143, -0.025], [-3.314, 1.029, 1.353], [-2.200, 2.399, 1.040], [-2.747, -1.021, -0.464], [-3.151, -1.124, 0.553], [-3.565, -1.005, -1.202], [-2.055, -1.859, -0.638], [0.663, 2.101, 1.872], [0.168, 0.935, 3.597], [-1.106, 1.106, 4.155], [-1.430, 0.385, 5.309], [-0.482, -0.485, 5.875], [0.778, -0.665, 5.284], [1.110, 0.045, 4.125], [-1.807, 1.796, 3.684], [-2.412, 0.504, 5.770], [-0.728, -1.024, 6.787], [1.501, -1.357, 5.728], [2.073, -0.070, 3.626]],
  "nbo_charge": [0.388, 1.045, -0.738, 0.254, -0.538, 0.225, -0.198, -0.059, -0.197, -0.735, 1.071, 0.273, 0.271, 0.281, 0.296, 0.291, 0.292, 0.295, 0.458, -0.917, 0.460, 0.504, -0.944, 0.455, -0.939, 0.295, 0.286, 0.259, -0.940, 0.277, 0.295, 0.246, -0.917, 0.288, 0.280, 0.239, -0.935, 0.281, 0.289, 0.299, 0.808, -0.238, -0.247, -0.169, -0.122, -0.170, -0.243, 0.230, 0.264, 0.263, 0.263, 0.224],
  "homo_lumo_gap_ev": [6.0, 4.3],
  "energy_ha": -1910.0880,
  "s_squared": 6.017,
  "total_charge": 3,
  "e_above_lowest_kj_mol": 0.0,
  "multiplicity": 5
}